Entry 1:
Density functional theory data (ωB97M-V/def2-TZVPD) for a cluster of 2 separate species, C8H18Br2Si in total in a non-equilibrium geometry.

Cartesian coordinates (Å):
C  0.7939  -2.7226  0.2997
C  -0.5587  -2.2614  -0.2050
C  -1.7233  -3.2062  0.1621
C  -0.3278  -2.3373  -1.8033
Si  -0.8825  -0.4956  0.1677
Br  -0.7763  -0.3282  2.3566
Br  -2.7865  0.2307  -0.6250
H  1.5216  -2.0809  -0.1352
H  0.7380  -2.5068  1.3645
H  1.0460  -3.7171  0.1131
H  -1.8753  -3.4000  1.3026
H  -1.4828  -4.2120  -0.1861
H  -2.6613  -2.8673  -0.2702
H  0.1173  -3.2999  -2.0098
H  -1.2849  -2.3520  -2.3332
H  0.2873  -1.5245  -2.1980
H  -0.0042  0.4090  -0.6856
C  -0.5944  3.4004  0.9694
C  0.5623  3.0876  0.4537
C  1.7818  2.5395  1.2994
C  0.9896  3.3315  -0.9736
H  -1.4666  3.4828  0.3423
H  -0.6830  3.1993  2.0189
H  1.3077  2.5232  2.2512
H  2.1557  1.5295  1.1196
H  2.5871  3.3854  1.1352
H  1.5917  2.4220  -1.2451
H  1.6128  4.3553  -1.0958
H  0.0150  3.4155  -1.5899

Charge: 0
SMILES string: CC(C)(C)[SiH](Br)Br.C=C(C)C
Energy above the lowest of the compared OMol25 structures with the same formula, charge and spin: 0.654 eV
HOMO-LUMO gap: 0.36482 Eh

Results of the Mulliken charge analysis, in e, for atoms 1 through 4: number 1, C, carries -1.765; number 2, C, carries 1.242; number 3, C, carries -1.555; number 4, C, carries -1.651


Entry 2:
Density functional theory data (ωB97M-V/def2-TZVPD) for the ion C9H17O5 with charge +1 in a non-equilibrium geometry.

Cartesian coordinates (Å):
C  -2.3160  -0.4713  0.7393
C  0.5635  -1.3957  0.7166
C  -0.4076  -1.4385  -0.3835
C  -3.2536  0.5133  0.1907
C  1.9023  -1.8306  0.4481
C  -2.3757  1.7486  -0.2240
C  2.8701  -0.7693  -0.0620
C  -1.4534  1.4839  -1.4115
C  2.8467  0.4860  0.9187
O  -1.7467  -1.2534  -0.3435
O  -2.0340  -0.5240  1.8643
O  0.0316  -1.8901  -1.4831
O  -0.1788  0.8103  -1.0977
O  1.6581  1.3597  0.6713
H  0.6102  -0.3262  0.9799
H  0.1535  -1.9021  1.6496
H  -4.0592  0.8801  0.8775
H  -3.9249  0.2159  -0.7004
H  2.2868  -2.2507  1.4145
H  1.9591  -2.6922  -0.1870
H  -2.8992  2.6442  -0.5551
H  -1.6795  2.0645  0.5243
H  3.9329  -1.0912  -0.1044
H  2.5118  -0.3435  -0.9088
H  -1.2697  2.3794  -1.9462
H  -1.9274  0.7285  -2.0425
H  2.6637  0.2822  2.0207
H  3.8372  0.9750  0.6815
H  -0.6379  -1.8789  -2.1900
H  0.3324  1.2652  -0.3481
H  2.0040  2.2210  0.2910

Expectation value of S²: 2.008
Charge: +1
Multiplicity: 3
HOMO-LUMO gap (spin up / spin down): 0.21194 / 0.17667 Eh

Results of the Mulliken charge analysis, in e, for atoms 1 through 4: number 1, C, carries 0.449; number 2, C, carries -0.058; number 3, C, carries 0.190; number 4, C, carries -0.575


Entry 3:
Density functional theory data (ωB97M-V/def2-TZVPD) for the molecule C4H8N2OS in a non-equilibrium geometry.

Cartesian coordinates (Å):
C  0.5233  -0.8008  0.3749
C  -0.9860  1.0660  0.6322
C  0.1813  -2.2204  0.0741
C  -0.4485  2.3954  -0.1125
N  -0.4540  -0.0613  0.7175
N  1.8577  -0.5097  0.0838
O  4.3505  -0.0563  0.0796
S  3.1042  0.7322  0.0564
H  -1.9137  1.2862  1.2233
H  0.3434  -2.5828  -0.9584
H  -0.7698  -2.4515  0.3934
H  0.6361  -2.9231  0.8534
H  -1.4572  2.7651  -0.5687
H  0.4818  2.3680  -0.7753
H  -0.0314  3.0324  0.6512
H  2.3828  -1.3246  -0.0552

Charge: 0
Energy above the lowest of the compared OMol25 structures with the same formula, charge and spin: 4.224 eV
HOMO-LUMO gap (spin up / spin down): 0.28794 / 0.21225 Eh

Results of the Mulliken charge analysis, in e, for atoms 1 through 4: number 1, C, carries 0.634; number 2, C, carries -0.068; number 3, C, carries -1.301; number 4, C, carries -0.847